No. 1
{"formula": "C5H9NS", "method": "wB97M-V/def2-TZVPD", "de_lowest_kj_mol": 245.8, "orbital_gap_ha": 0.3107, "smiles": "CN[C@H]1CCC1=S", "fmax_ev_per_a": 4.211, "e_lumo_ev": -0.1, "charge": 0, "molar_mass_g_mol": 115.20, "species": ["C", "N", "C", "C", "C", "C", "S", "H", "H", "H", "H", "H", "H", "H", "H", "H"], "xyz": [[2.103244, -1.055104, -0.077949], [0.603653, -1.169567, -0.243585], [-0.221610, -0.174207, 0.375340], [-0.149519, 1.257947, -0.264632], [-1.674970, 1.350016, -0.038346], [-1.647830, -0.152808, 0.131373], [-2.602363, -1.499981, -0.126911], [2.458790, -2.162390, -0.405018], [2.559592, -0.206018, -0.645540], [2.321874, -0.855638, 0.989554], [0.259603, -2.019346, 0.044443], [-0.191578, -0.157583, 1.408520], [-0.096663, 1.377876, -1.351113], [0.562080, 1.957127, 0.162307], [-2.299701, 1.786976, -0.911658], [-1.984604, 1.722704, 0.953220]], "atomic_forces_ev_per_a": [[-1.16, -2.05, 0.10], [1.47, 2.17, -0.93], [2.17, 0.92, -3.35], [-0.36, 0.44, 0.34], [-1.58, 0.54, -0.17], [-2.71, -2.67, -1.81], [0.93, 2.17, 0.40], [-0.23, 3.00, 0.73], [-0.57, -1.01, 0.01], [0.33, -0.37, -0.34], [-0.47, -2.64, 0.57], [0.85, 0.60, 2.75], [0.75, -1.06, 0.11], [-0.27, 0.27, 0.33], [0.85, -0.76, 1.76], [0.01, 0.46, -0.51]]}


No. 2
{"formula": "C3H3BrO", "method": "wB97M-V/def2-TZVPD", "de_lowest_kj_mol": 297.9, "orbital_gap_ha": 0.2962, "fmax_ev_per_a": 2.485, "e_lumo_ev": -0.6, "charge": 0, "molar_mass_g_mol": 134.96, "species": ["C", "C", "C", "O", "Br", "H", "H", "H"], "xyz": [[-0.023224, -0.206303, -0.173490], [2.052623, 3.335493, -0.033825], [-1.246392, -0.946578, -0.165453], [2.507150, 2.457386, 0.477357], [1.517148, -1.213411, 0.187151], [-1.863925, -0.906822, 0.830653], [-1.174067, -2.024051, -0.084924], [-1.769315, -0.495717, -1.037469]], "atomic_forces_ev_per_a": [[1.24, 1.26, 0.43], [-0.61, 1.11, -0.67], [-1.72, -0.98, 1.51], [0.60, -1.13, 0.67], [-0.28, -0.16, 0.06], [0.97, 1.26, -1.66], [0.22, -0.67, -1.09], [-0.42, -0.70, 0.75]]}